A molecular structure, C51H56ClGe3N6Y. Source: OMol25; level of theory: ωB97M-V with the def2-TZVPD basis set.

Positions of all 118 atoms, in Å:
Y: -0.702 0.925 0.350
Ge: -2.207 -1.232 1.779
Ge: 1.221 -1.338 1.168
Ge: 2.414 -0.054 -2.483
Cl: 0.178 -0.324 -1.947
N: -1.015 4.967 -3.330
N: -1.665 1.983 2.339
N: -3.700 1.659 -3.092
N: -2.686 0.955 -1.216
N: -0.842 2.997 -1.362
N: -4.297 0.557 -2.598
C: 5.426 -2.426 -0.967
C: 6.827 -0.695 -2.622
C: -2.853 -5.931 0.935
C: -2.525 -4.711 -2.565
C: -1.867 3.952 -3.290
C: 0.823 -3.263 1.101
C: 3.568 -0.627 -5.143
C: 0.001 4.029 -1.395
C: -2.784 -5.443 2.205
C: 2.982 3.979 2.507
C: 2.890 -1.280 3.605
C: 2.067 -4.152 1.120
C: 2.922 -1.239 0.164
C: -4.148 -0.676 1.663
C: -4.584 0.624 1.399
C: -2.734 1.865 -2.234
C: 6.736 -2.705 -1.318
C: 2.453 1.897 -2.458
C: -3.698 0.143 -1.487
C: -1.785 2.973 -2.308
C: 4.795 -1.270 -1.430
C: 0.976 2.446 1.182
C: -6.892 0.010 1.654
C: -1.840 3.389 2.061
C: -5.929 0.974 1.396
C: -0.921 5.528 1.537
C: -5.142 -1.628 1.915
C: -2.724 -5.545 -1.502
C: -2.226 -2.855 -1.065
C: 2.341 2.133 1.118
C: -2.258 -3.343 -2.340
C: 3.332 2.856 1.774
C: 1.599 -0.710 3.011
C: -3.120 3.924 1.992
C: -2.451 -3.682 0.063
C: -0.091 5.005 -2.377
C: 7.443 -1.840 -2.144
C: -2.683 -5.061 -0.171
C: 3.393 -0.951 -1.050
C: 0.672 3.633 1.886
C: 5.513 -0.420 -2.269
C: -2.409 -3.172 1.398
C: -2.564 -4.063 2.428
C: -1.987 -1.224 3.761
C: -0.713 4.182 1.843
C: -3.298 5.261 1.670
C: -2.194 6.066 1.438
C: 3.819 2.577 -2.391
C: -6.490 -1.295 1.909
C: 1.654 4.376 2.544
C: 2.381 -0.926 -4.226
H: 4.411 2.207 -1.552
H: -2.062 -2.687 -3.180
H: 2.690 -3.980 2.000
H: 3.676 -1.679 0.828
H: -4.017 -0.712 -0.914
H: -3.029 -6.984 0.751
H: -2.891 -1.614 4.232
H: 0.245 -3.454 0.194
H: -7.231 -2.059 2.108
H: 3.370 -1.001 -6.148
H: 0.605 5.834 -2.389
H: 2.686 -3.987 0.237
H: -0.907 1.854 3.009
H: 1.880 2.240 -3.324
H: 4.399 2.434 -3.304
H: -2.554 -5.097 -3.575
H: -2.638 3.902 -4.048
H: -4.298 5.670 1.618
H: 8.466 -2.063 -2.417
H: 0.741 -1.019 3.611
H: 2.829 -2.361 3.736
H: -2.323 7.111 1.190
H: 2.271 -1.998 -4.058
H: 3.759 0.445 -5.230
H: 0.762 4.068 -0.627
H: -1.147 -1.847 4.072
H: 3.086 -0.843 4.586
H: 1.452 -0.585 -4.689
H: -3.979 3.306 2.221
H: 1.781 -5.205 1.123
H: -1.823 -0.223 4.166
H: -4.865 -2.656 2.117
H: 1.377 5.265 3.100
H: -2.531 -3.722 3.456
H: 3.760 -1.065 2.983
H: 7.364 -0.012 -3.266
H: 0.164 -3.497 1.936
H: -5.101 0.159 -3.059
H: -1.976 -1.814 -0.892
H: 1.628 0.380 3.024
H: 1.876 2.165 -1.570
H: 3.696 3.652 -2.250
H: -3.869 1.395 1.136
H: 3.735 4.547 3.039
H: -6.221 1.996 1.186
H: 5.065 0.494 -2.644
H: 4.367 2.541 1.715
H: 7.206 -3.609 -0.953
H: -2.908 -6.104 3.053
H: 2.668 1.253 0.569
H: -2.911 -6.600 -1.662
H: 4.480 -1.101 -4.787
H: 4.880 -3.125 -0.345
H: -7.942 0.270 1.655
H: -0.056 6.154 1.359
H: -2.507 1.577 2.740

Output
* E_tot: -245846.7956 eV
* expectation value of S²: 0.754
* relative energy (zero: lowest compared OMol25 entry of this formula, charge and spin): 0.1897 eV
* E_LUMO (spin up / spin down): -2.91 / -3.89 eV
* 2S+1: 2
* total charge: +1